(1)
17
Properties=species:S:1:pos:R:3:forces:R:3:nbo_charge:R:1 method="wB97M-V/def2-TZVPD" lumo_ev="0.49 / 0.55" charge=0 total_energy_ha=-272.520874 homo_lumo_gap_ev="7.41 / 8.04"
C -0.3419 -0.8537 0.9461 0.1 -0.5 1.0 -0.30
C -2.0267 0.2311 -0.1561 -0.9 0.4 -0.2 -0.38
C -0.6212 0.1108 -0.1563 1.2 0.5 0.3 -0.15
C 0.4581 1.4000 0.0992 -1.1 -0.3 -0.1 -0.44
C 1.6195 0.5660 0.4041 0.4 -0.3 0.0 -0.22
C 1.4026 -0.6815 -0.1408 0.3 -0.6 0.0 -0.16
C 0.2712 -0.6280 -1.1737 0.0 0.1 -0.1 -0.43
H -0.6136 -1.9128 0.8107 0.0 0.6 0.0 0.21
H -0.1718 -0.5204 1.9866 -0.5 -0.2 -0.6 0.20
H -2.4854 0.6139 0.7500 0.0 0.0 -0.2 0.19
H -2.6535 0.0894 -1.0332 0.1 -0.1 0.2 0.19
H 0.4279 1.8750 -0.8785 0.3 0.1 -0.1 0.22
H 0.2070 2.1611 0.8529 -0.1 -0.4 -0.1 0.22
H 2.2499 0.7218 1.2764 0.0 0.0 -0.3 0.21
H 2.0273 -1.5628 0.0148 0.0 0.4 -0.2 0.23
H 0.5455 -0.0768 -2.0787 -0.1 0.1 0.0 0.20
H -0.1369 -1.6059 -1.4678 0.2 0.2 0.3 0.21

=====

(2)
17
Properties=species:S:1:pos:R:3:forces:R:3:nbo_charge:R:1 method="wB97M-V/def2-TZVPD" lumo_ev=1.11 charge=0 total_energy_ha=-272.633278 homo_lumo_gap_ev=10.30
C 1.6759 -1.1195 0.0608 -0.3 0.2 0.5 -0.60
C 0.4020 -0.2909 0.1835 -0.4 -0.3 -0.7 -0.04
C 0.2676 0.9724 0.9904 -0.4 -0.2 0.1 -0.44
C -0.8687 1.7031 0.3046 0.5 0.9 0.1 -0.17
C -1.1832 1.1353 -0.8401 -0.5 -0.4 -0.3 -0.20
C -0.3376 -0.0613 -1.0841 0.7 1.8 -1.5 -0.28
C -0.8222 -1.0784 -0.1878 -2.0 -2.2 0.4 -0.42
H 1.5706 -1.8929 0.8261 0.7 -0.1 0.0 0.21
H 1.8018 -1.6277 -0.9231 -0.3 0.5 0.6 0.22
H 2.5407 -0.4677 0.2571 -0.1 -0.4 -0.1 0.21
H -0.2219 0.8173 1.9587 1.2 -0.1 0.6 0.22
H 1.2784 1.4074 0.9497 -0.5 0.6 0.8 0.22
H -1.4258 2.4971 0.8035 0.1 -0.2 -0.1 0.21
H -2.1519 1.1842 -1.3132 0.0 0.7 -0.5 0.21
H 0.1572 -0.1268 -2.0133 0.3 -0.6 -1.1 0.21
H -0.6789 -2.1696 -0.3297 -0.1 0.9 -0.1 0.22
H -1.8711 -0.7273 -0.0379 0.9 -1.2 1.2 0.23

=====

(3)
17
Properties=species:S:1:pos:R:3:forces:R:3:nbo_charge:R:1 method="wB97M-V/def2-TZVPD" lumo_ev=0.02 charge=0 total_energy_ha=-272.531491 homo_lumo_gap_ev=8.30
C -1.9063 -0.1937 -0.0361 -0.1 -0.1 0.1 -0.41
C -1.1734 0.8936 -0.7766 0.1 0.2 -0.1 -0.42
C -0.4221 -0.2616 -0.1962 0.0 0.0 0.0 -0.08
C 0.3766 -1.3674 -0.8753 0.1 -0.1 0.0 -0.59
C 1.3112 -1.4968 0.3221 -0.3 0.2 -0.1 0.22
C 1.6296 0.9070 0.8641 0.1 0.1 0.0 -0.59
C 0.6324 -0.2610 0.9115 0.1 -0.1 0.1 -0.39
H -2.5115 -0.8844 -0.6178 0.1 0.1 0.1 0.21
H -2.3096 0.0339 0.9477 0.1 0.0 -0.1 0.21
H -1.2866 0.9493 -1.8563 0.0 0.0 0.2 0.22
H -1.0731 1.8606 -0.2885 0.0 -0.2 -0.1 0.21
H -0.1307 -2.3110 -1.1239 0.1 0.1 0.0 0.25
H 0.9510 -1.0749 -1.7692 -0.1 0.0 0.1 0.26
H 2.1528 0.9533 -0.0991 -0.1 0.0 0.1 0.21
H 1.0975 1.8555 0.9972 0.1 -0.2 0.0 0.22
H 2.3804 0.8026 1.6532 -0.1 0.0 -0.1 0.22
H 0.2818 -0.4051 1.9434 0.1 0.0 -0.2 0.24

=====

(4)
17
Properties=species:S:1:pos:R:3:forces:R:3:nbo_charge:R:1 method="wB97M-V/def2-TZVPD" lumo_ev=0.99 charge=0 total_energy_ha=-272.510602 homo_lumo_gap_ev=9.07
C 2.4762 0.0507 -0.2222 -3.5 3.3 2.6 -0.43
C 1.0902 0.1519 0.1389 5.4 -0.2 -2.7 0.06
C 0.0630 1.3460 0.2604 -0.7 1.1 0.2 -0.44
C -1.0855 0.6000 -0.3693 5.1 -0.3 -1.3 -0.24
C -2.2617 -0.0923 -0.2163 -2.3 -1.2 3.6 -0.35
C -0.9724 -0.7505 0.4318 -2.2 -0.3 -3.1 -0.26
C 0.3939 -1.2479 -0.0039 -0.5 1.4 -0.1 -0.46
H 2.9063 -0.8897 0.0471 0.4 -0.6 -0.7 0.20
H 3.1511 0.9612 -0.2446 -0.9 -1.2 -0.1 0.20
H 0.0790 2.2603 -0.4217 1.5 -0.8 1.3 0.24
H -0.1027 1.6162 1.3514 0.3 -0.1 -1.3 0.22
H -0.5438 0.3863 -1.3387 -1.4 0.0 0.4 0.19
H -2.9647 0.3260 0.5815 0.5 -1.2 -1.3 0.22
H -2.6010 -0.6485 -1.0211 -1.3 -0.3 -1.6 0.23
H -1.0649 -0.5529 1.4237 0.3 0.6 2.9 0.18
H 0.4720 -1.6222 -1.0646 -0.2 0.4 1.2 0.22
H 0.9648 -1.8945 0.6675 -0.7 -0.4 0.0 0.23

=====

Q: Which ΔE to the lowest compared entry with this formula, charge and spin values were calculated for the entries above? A: 517.6, 222.4, 489.7, 544.5, in kJ/mol.